[1]
Entry from OMol25: a molecular structure, C31H39CaN8O4Si (the ωB97M-V functional and the def2-TZVPD basis).

Last column: Löwdin charge in e.
CARTESIAN COORDINATES (ANGSTROEM)
H -0.166 3.376 -3.777  0.104
C -2.553 3.713 -0.386  -0.075
N -1.598 0.804 2.072  -0.032
O 0.622 0.638 2.510  -0.115
H 0.988 1.468 4.840  0.091
C 0.133 4.090 0.123  -0.160
C -1.982 -2.759 -0.985  -0.335
H -5.552 -2.971 -1.003  0.039
C 0.456 -3.576 1.169  -0.104
H 5.758 2.941 -3.179  0.105
H -2.241 -1.078 0.111  0.027
H -0.604 -3.541 1.337  0.094
C 3.491 -1.879 0.483  -0.273
C 2.248 2.127 -1.599  -0.390
C 4.487 -0.033 0.026  -0.104
H -0.230 1.042 6.078  0.096
H -4.299 -3.882 2.778  0.027
H -1.898 1.334 0.230  0.012
O 1.202 1.745 -0.994  -0.202
C 5.465 -0.967 0.158  -0.055
C -0.755 3.917 1.173  -0.018
C -2.104 3.736 0.926  -0.099
H 0.592 -0.238 5.147  0.097
H -5.889 -0.533 1.253  0.033
H -2.514 0.754 2.500  0.128
H -2.051 3.888 -2.457  0.112
C -0.152 -2.920 -2.587  -0.103
H -1.614 -5.924 -2.147  0.105
C -1.676 3.895 -1.444  0.003
H -2.792 3.601 1.748  0.111
C 0.178 4.377 -3.505  -0.043
N 1.175 -2.434 0.929  0.050
O 0.589 4.413 -2.145  -0.077
C -0.371 -4.283 -2.739  -0.112
Si -4.114 -2.229 0.898  0.459
H -0.810 -1.098 -1.660  0.087
C -0.324 4.118 -1.201  -0.230
H -3.603 3.562 -0.596  0.115
C 2.743 1.431 -2.746  -0.013
H -4.428 -0.049 2.090  0.009
H 2.128 0.637 -3.151  0.116
C 0.195 0.776 5.115  -0.037
C -0.949 -2.173 -1.738  -0.071
C -5.382 -3.291 0.025  -0.176
H -4.549 0.155 0.338  0.026
N 2.534 -4.165 0.875  0.124
C 3.044 3.226 -1.123  -0.151
N 3.258 -0.610 0.231  0.049
C -2.206 -4.128 -1.170  -0.045
H 0.628 -2.427 -3.155  0.098
H 1.556 5.023 1.231  0.163
Ca 0.778 0.019 0.344  1.400
C 3.959 1.727 -3.285  -0.058
C 2.421 -2.821 0.760  -0.279
C -1.413 -4.866 -2.032  -0.092
H -2.991 -4.627 -0.618  0.092
C -0.559 0.763 2.890  -0.600
N 4.817 -2.145 0.451  0.121
H 4.588 1.011 -0.217  0.098
N -1.427 0.559 0.690  -0.190
H 1.091 -5.709 1.257  0.122
N -2.685 -1.993 -0.081  -0.028
H 4.309 1.160 -4.139  0.113
H -6.328 -3.197 0.565  0.034
C 2.652 4.104 -0.107  0.017
H -0.378 3.914 2.190  0.125
N 1.487 4.386 0.450  0.145
H 6.535 -0.911 0.077  0.119
H 1.061 4.631 -4.086  0.101
H 3.454 4.696 0.324  0.145
H 3.360 -4.721 0.740  0.160
O -0.890 0.852 4.185  -0.023
H -5.130 -4.351 0.019  0.021
H -3.864 -2.293 3.387  0.023
H 5.264 -3.025 0.643  0.161
C 1.278 -4.658 1.133  -0.048
H 0.236 -4.870 -3.414  0.095
C -3.694 -2.998 2.571  -0.160
C 4.791 2.739 -2.744  -0.086
H 4.941 4.256 -1.268  0.117
H -0.609 5.108 -3.697  0.100
H -2.647 -3.300 2.622  0.007
C 4.335 3.460 -1.685  -0.047
C -4.802 -0.502 1.171  -0.165

Output
electronic energy = -2910.80865 Eh
frontier orbital gap = 0.239 hartree
highest occupied orbital energy = -0.34795 hartree
energy above the lowest of the compared OMol25 structures with the same formula, charge and spin = 0.689 eV
net charge = +1


[2]
Entry from OMol25: a molecular structure, C31H39ClN10O4 at a distorted geometry (the ωB97M-V functional and the def2-TZVPD basis).

Last column: Löwdin charge in e.
CARTESIAN COORDINATES (ANGSTROEM)
C -4.831 3.302 0.766  -0.123
C -6.240 -1.846 4.445  -0.060
C 2.501 0.020 -2.888  -0.012
C 2.272 -0.548 -4.244  -0.084
H 2.347 2.503 -8.106  0.081
H 5.790 1.277 2.536  0.070
H -1.702 2.984 -0.173  0.087
H -1.452 1.247 -1.399  0.116
H 3.154 -2.141 3.363  0.065
H -5.215 -4.002 2.214  -0.005
C -5.498 -3.029 4.941  -0.287
H 2.264 0.133 0.071  0.065
H -7.311 -6.658 4.420  0.082
H -6.734 4.089 0.270  0.077
C 1.681 1.948 -7.445  -0.062
C 2.165 -0.400 2.680  -0.239
C 0.008 -0.090 -2.307  -0.112
N 5.918 4.116 3.943  0.114
C 4.580 5.567 0.452  -0.268
H 4.386 1.127 -4.686  0.149
C -7.110 -6.842 3.365  -0.050
O 3.918 -1.217 -6.009  0.121
N 0.148 3.620 -6.112  0.120
H 4.460 2.226 1.842  0.045
H 1.740 -2.445 2.337  0.067
H -6.124 -7.295 3.264  0.082
H -1.880 3.565 1.603  0.083
H 5.431 -2.442 0.198  0.076
N 2.186 0.693 2.330  0.157
C -1.253 0.145 -1.420  -0.097
C 5.775 6.326 0.012  -0.066
H 6.504 5.645 -0.428  0.076
C 5.706 -3.189 0.942  -0.056
H -4.085 -4.995 1.272  0.082
C -1.916 1.329 1.276  -0.382
H -5.879 -1.572 3.453  0.078
H -0.350 -1.289 -0.037  0.135
C -1.211 -0.554 -0.001  -0.159
H -0.328 2.792 0.965  0.077
H 6.434 -3.873 0.508  0.081
H -5.395 4.704 -0.721  0.077
C -4.620 -3.157 0.367  -0.278
H -1.262 -0.929 -3.946  0.110
C -7.156 -5.565 2.615  -0.244
C -4.338 -3.977 1.568  -0.090
H -2.124 -0.316 -1.977  0.121
H -5.600 5.274 0.949  0.077
C 1.401 0.251 -1.948  -0.102
C -1.456 2.797 0.915  -0.004
N -7.192 -4.575 2.033  0.147
H -6.092 -1.006 5.123  0.080
C 5.739 3.303 3.151  -0.285
N -4.921 -3.948 5.321  0.121
C -0.208 -0.681 -3.666  -0.003
C 0.905 -0.914 -4.620  -0.527
C 1.747 0.895 -0.566  -0.046
N 3.567 -4.524 1.698  0.131
O 4.730 0.546 -1.846  0.119
H 6.115 2.451 1.244  0.072
H 5.488 7.070 -0.731  0.078
C 4.030 0.298 -2.790  -0.352
H 2.279 1.360 -6.750  0.053
C 2.143 -1.813 3.127  -0.060
H -2.148 -1.148 0.172  0.111
H 6.153 -2.690 1.801  0.079
N -4.151 2.430 1.140  0.092
H 1.521 -1.911 4.016  0.084
C -5.695 4.413 0.286  -0.056
H 6.228 6.830 0.865  0.081
O -3.116 1.135 1.643  -0.040
C 3.630 -0.624 -5.009  -0.387
N 3.639 4.985 0.786  0.133
H -7.303 -2.074 4.386  0.079
N -4.847 -2.522 -0.568  0.118
N 4.487 0.235 -4.181  0.107
H -3.501 -3.549 2.122  0.078
H 2.506 1.706 -0.782  0.094
Cl 0.580 -1.640 -6.227  0.624
O -0.935 0.321 1.109  -0.103
C 0.817 2.891 -6.694  -0.273
H 0.888 1.391 -0.056  0.051
H 1.066 1.276 -8.042  0.077
C 4.501 -3.942 1.369  -0.270
C 5.512 2.248 2.128  -0.079
H -7.860 -7.529 2.973  0.081

Output
electronic energy = -2513.06846 Eh
frontier orbital gap = 0.235 hartree
highest occupied orbital energy = -0.26240 hartree
net charge = 0


[3]
Entry from OMol25: a molecular structure, C31H40BrN5O2RuSeSi3 at a distorted geometry (the ωB97M-V functional and the def2-TZVPD basis).

Last column: Mulliken spin population.
CARTESIAN COORDINATES (ANGSTROEM)
C 4.397 -21.373 7.608  0.121
C 7.011 -20.663 9.108  0.017
H 3.608 -20.470 10.694  -0.010
Br -4.592 -14.125 5.740  0.034
H 3.749 -16.972 8.893  0.006
Se 0.457 -18.753 6.369  0.013
H -0.783 -21.006 8.101  0.004
H 7.786 -21.442 9.310  0.001
H 3.389 -19.093 4.686  0.001
C 4.496 -21.037 10.745  0.043
H 7.020 -21.791 5.974  -0.001
C 6.513 -21.075 5.322  -0.019
Si 5.335 -21.573 9.157  -0.029
N -2.608 -16.550 10.340  0.117
C 2.253 -17.102 7.325  -0.038
H 6.145 -18.141 7.288  -0.001
H 4.437 -20.180 3.814  0.002
Si 3.013 -22.693 7.107  0.048
C 0.421 -20.052 9.678  -0.014
H -6.219 -15.500 7.757  -0.002
N 1.914 -18.426 7.379  -0.038
C 5.804 -23.435 9.449  0.043
C -2.048 -19.836 9.444  -0.030
H 3.598 -24.624 5.583  0.001
Si 5.052 -20.199 6.205  -0.002
C 5.608 -18.337 6.325  0.045
C -0.870 -18.440 11.112  -0.001
C 1.349 -22.239 6.309  0.044
C 0.332 -19.176 10.871  -0.016
H -2.757 -12.862 7.829  0.003
C -4.432 -14.262 7.590  -0.005
H 4.851 -17.647 5.985  -0.004
H 6.373 -18.245 5.556  0.001
H 4.936 -23.484 5.605  0.000
C 1.473 -16.388 6.251  -0.013
H -1.733 -16.931 12.405  -0.001
C 3.825 -20.076 4.751  0.028
H 1.441 -21.293 5.740  -0.015
O 1.588 -20.561 9.434  0.088
C -0.822 -20.365 8.989  0.004
H 0.465 -16.626 13.677  0.000
N -2.958 -17.767 10.122  -0.001
H 3.797 -14.397 8.611  0.000
C -5.246 -15.238 8.163  0.302
H 6.618 -23.847 8.826  0.001
H -2.969 -20.146 8.917  0.000
C 1.427 -18.044 12.471  0.005
C 1.761 -24.699 8.508  0.000
N 1.484 -19.009 11.569  -0.010
H 7.093 -19.946 9.919  0.000
H 0.493 -22.172 7.005  0.004
C -3.444 -15.643 9.723  -0.046
H 1.036 -24.754 7.671  -0.001
C 3.853 -23.539 5.586  0.043
C 3.202 -15.076 7.961  0.031
C -4.662 -16.003 9.164  0.254
H 6.028 -21.490 4.458  0.000
O 2.715 -23.613 8.380  0.007
H 6.240 -23.439 10.450  0.004
C 3.123 -16.423 8.189  0.009
H 5.141 -20.381 11.429  0.001
C 2.589 -14.401 6.858  -0.014
H 1.165 -14.461 5.254  0.001
H 2.417 -17.839 12.911  0.000
C -2.034 -18.738 10.374  0.023
H 1.169 -23.042 5.574  -0.001
H 2.817 -13.314 6.730  0.000
H 7.253 -20.367 4.954  -0.002
H 3.426 -23.196 4.629  0.000
H -5.161 -16.897 9.529  0.002
Ru 3.039 -20.082 7.991  2.509
H 7.329 -20.165 8.175  -0.004
C -2.898 -14.343 9.413  0.227
N 0.486 -17.098 5.710  0.044
C -3.362 -13.675 8.304  0.161
H 1.165 -24.542 9.397  0.000
H 2.316 -25.606 8.684  0.000
H 3.061 -20.858 4.742  -0.005
C 0.333 -17.340 12.893  -0.005
C 1.690 -15.006 6.029  0.019
H 4.941 -24.110 9.320  -0.004
H -2.071 -13.935 10.001  0.008
C -0.848 -17.533 12.181  0.005
H 4.235 -21.912 11.399  0.006

Output
electronic energy = -7567.55556 Eh
spin multiplicity = 5
frontier orbital gap (alpha / beta) = 0.185 / 0.086 hartree
highest occupied orbital energy (alpha / beta) = -0.45646 / -0.45393 hartree
energy above the lowest of the compared OMol25 structures with the same formula, charge and spin = 2.978 eV
net charge = +2
<S²> = 6.066